Computed, not measured: C35H43FeN3P2S3 as an isolated structure, with ωB97M-V/def2-TZVPD.

total charge	-2
lowest unoccupied orbital energy (spin up / spin down)	4.59 / 4.59	eV
M	719.74	g/mol
HOMO energy (spin up / spin down)	0.017 / 0.685	eV
spin multiplicity	5
energy relative to the best compared isomer or geometry (same formula, charge and spin)	48.4	kcal/mol

```
87
Properties=species:S:1:pos:R:3:mulliken_spin:R:1
Fe 1.2895 -0.4135 -0.3798 3.0525
C 3.1541 -1.3447 1.7893 -0.0142
C 3.5991 -2.0848 0.5438 0.0086
N 3.3437 -1.2806 -0.6507 0.0118
C 4.4635 -0.4069 -1.0565 -0.0527
C 4.0953 1.0226 -1.2079 0.8017
S 1.6071 1.7747 0.9872 0.0058
C 0.6355 1.0168 2.3398 0.0092
C 1.1861 -0.3241 2.8342 -0.0200
N 1.7048 -1.1850 1.7665 0.0375
H 3.4972 -1.8906 2.6865 0.0017
H 3.5835 -0.3349 1.7982 -0.0005
H 4.6660 -2.3405 0.6365 0.0030
H 3.0322 -3.0174 0.4423 -0.0008
H 3.0989 -1.8974 -1.4160 -0.0058
H 5.2770 -0.5087 -0.3284 0.0299
H 4.8696 -0.7889 -2.0121 0.0859
H 4.8906 1.7438 -1.3441 -0.0295
H 3.1124 1.2765 -1.5772 0.0965
H 0.5554 1.7094 3.1839 -0.0030
H -0.3527 0.8670 1.8971 0.0090
H 1.9711 -0.1456 3.5789 -0.0008
H 0.3729 -0.8550 3.3415 0.0035
H 1.2605 -2.0978 1.7873 -0.0116
S 0.3631 -3.4609 -0.6919 0.0113
P -1.1314 -2.1657 -0.2642 -0.0004
C -0.9535 -0.4977 -0.3358 0.0442
P -0.7564 0.1967 -1.8708 -0.1434
S 0.9056 -0.1863 -2.9544 0.0351
C -2.2292 -0.0228 -2.9919 -0.0095
C -3.4950 0.3286 -2.5245 0.0031
C -4.6202 0.1394 -3.3099 0.0004
C -4.4973 -0.4129 -4.5805 0.0005
C -3.2428 -0.7691 -5.0534 0.0017
C -2.1167 -0.5737 -4.2625 0.0018
C -0.8872 2.0155 -1.6440 0.0233
C -1.4634 2.5347 -0.4902 -0.0083
C -1.5767 3.9061 -0.3111 0.0080
C -1.1162 4.7767 -1.2888 -0.0099
C -0.5407 4.2648 -2.4457 0.0065
C -0.4294 2.8939 -2.6218 -0.0355
C -2.6293 -2.8593 -1.1179 0.0064
C -2.5147 -3.6660 -2.2454 0.0065
C -3.6458 -4.1390 -2.8966 -0.0015
C -4.9120 -3.8249 -2.4221 0.0027
C -5.0382 -3.0213 -1.2964 -0.0003
C -3.9055 -2.5379 -0.6595 0.0030
C -1.6045 -2.5024 1.4960 -0.0040
C -2.2922 -1.5249 2.2130 -0.0022
C -2.6626 -1.7414 3.5330 0.0021
C -2.3391 -2.9392 4.1589 -0.0003
C -1.6447 -3.9152 3.4552 0.0020
C -1.2827 -3.6972 2.1319 -0.0016
H -3.5882 0.7445 -1.5268 -0.0024
H -5.5989 0.4094 -2.9283 0.0000
H -5.3782 -0.5739 -5.1924 0.0002
H -3.1409 -1.2095 -6.0394 0.0000
H -1.1289 -0.8489 -4.6146 0.0038
H -1.7899 1.8371 0.2727 0.0010
H -2.0039 4.2961 0.6060 0.0003
H -1.1879 5.8489 -1.1435 -0.0018
H -0.1653 4.9390 -3.2079 0.0005
H 0.0441 2.4854 -3.5071 0.0014
H -1.5221 -3.9146 -2.6002 0.0013
H -3.5362 -4.7554 -3.7820 -0.0002
H -5.7953 -4.1945 -2.9310 0.0003
H -6.0215 -2.7583 -0.9221 -0.0001
H -4.0135 -1.8956 0.2080 -0.0027
H -2.4884 -0.5805 1.7164 0.0029
H -3.1897 -0.9676 4.0799 0.0001
H -2.6146 -3.1055 5.1946 0.0001
H -1.3746 -4.8460 3.9420 -0.0001
H -0.7254 -4.4405 1.5734 0.0012
C 3.0751 3.2251 3.5751 0.0043
C 3.5848 3.1004 2.1226 0.0278
C 3.1559 4.3615 1.3563 -0.0089
C 5.1165 3.0581 2.1531 -0.0091
N 3.1809 1.8447 1.5119 0.0157
H 3.4897 4.1010 4.0925 -0.0012
H 3.3497 2.3236 4.1284 0.0005
H 1.9855 3.3099 3.5802 -0.0005
H 3.5594 5.2658 1.8274 0.0003
H 2.0685 4.4401 1.3167 0.0015
H 3.5176 4.3055 0.3262 0.0036
H 5.5377 3.9187 2.6870 -0.0002
H 5.5019 3.0452 1.1317 0.0006
H 5.4417 2.1380 2.6445 0.0000
```


Computed, not measured: C35H44AlCl2N3O5SSb as an isolated structure, with ωB97M-V/def2-TZVPD.

total charge	+1
lowest unoccupied orbital energy	-3.00	eV
M	838.47	g/mol
HOMO energy	-8.570	eV

```
92
Properties=species:S:1:pos:R:3:mulliken_charge:R:1
Al -0.3403 0.4019 0.7171 0.1710
C 3.6136 2.0254 -6.2894 -1.4893
C 3.6479 1.5603 -4.8635 0.8705
C 4.5183 2.1374 -3.9430 -0.8577
C 4.4943 1.7646 -2.6083 -0.4853
C 3.5875 0.8013 -2.2016 0.1015
C 2.7451 0.1642 -3.1062 -0.5645
C 2.7893 0.5449 -4.4320 -0.9113
S 3.3595 0.4602 -0.4929 1.6076
O 3.9363 -0.9659 -0.3896 -0.3859
O 4.1440 1.2909 0.3598 -0.7056
N 1.7324 0.7763 -0.2191 0.4366
C 1.4777 2.1294 -0.0764 0.5211
C 2.2929 3.2361 -0.3628 -0.8117
C 1.7997 4.4978 -0.1267 -0.8343
C 0.5099 4.6629 0.3736 -0.9465
C -0.2405 3.5445 0.6022 0.0258
N 0.2213 2.3065 0.3757 0.4519
H 4.0504 3.0158 -6.3960 0.3836
H 2.5902 2.0487 -6.6612 0.3759
H 4.1749 1.3387 -6.9259 0.3133
H 5.2170 2.9004 -4.2601 0.4047
H 5.1587 2.2124 -1.8801 0.5957
H 2.0709 -0.6138 -2.7685 0.3695
H 2.1335 0.0623 -5.1453 0.4441
H 3.2908 3.0985 -0.7312 0.4199
H 2.4204 5.3619 -0.3219 0.4460
H 0.1162 5.6466 0.5790 0.4673
H -1.2524 3.5945 0.9889 0.4053
C -4.3171 3.2452 -1.3357 -1.4327
C -4.4835 2.5970 0.0337 0.5061
C -4.4850 3.6415 1.1417 -1.3531
Sb -2.9863 1.0208 0.3356 -0.3685
C -3.4428 0.2544 2.3274 0.8975
C -2.8957 1.2416 3.3599 -1.3044
C -4.9091 -0.0815 2.5602 -1.4285
C -3.6587 -0.3895 -1.1974 0.6298
C -2.8574 -0.1063 -2.4687 -1.2799
C -5.1643 -0.4106 -1.4244 -1.5304
H -5.1206 3.9690 -1.4894 0.4411
H -4.3741 2.5156 -2.1429 0.2669
H -3.3676 3.7783 -1.4142 0.2821
H -5.4242 2.0428 0.0619 0.4309
H -3.5289 4.1640 1.2105 0.2346
H -4.7180 3.2033 2.1101 0.2715
H -5.2534 4.3869 0.9242 0.4628
H -2.8374 -0.6524 2.3902 -0.0146
H -3.5085 2.1400 3.4281 0.3118
H -1.8719 1.5379 3.1205 0.2338
H -2.8770 0.7696 4.3434 0.4255
H -5.5394 0.8067 2.4859 0.2557
H -5.0332 -0.4962 3.5629 0.4861
H -5.2677 -0.8282 1.8500 0.3180
H -3.3526 -1.3664 -0.8358 0.2384
H -3.1152 0.8572 -2.9105 0.2521
H -3.0468 -0.8814 -3.2141 0.4006
H -1.7851 -0.1068 -2.2510 0.2188
H -5.5348 0.5253 -1.8438 0.2923
H -5.6973 -0.6114 -0.4942 0.3020
H -5.4129 -1.2115 -2.1241 0.4393
C 3.7226 -2.3621 -0.0164 -0.1356
C 2.6375 -2.8393 1.9239 1.3970
C 2.7722 -4.4273 0.2133 -0.6401
C 3.2270 -5.4293 1.1363 0.4549
Cl 3.4824 -6.9838 0.4420 -0.2201
C 3.5452 -5.3087 2.5310 -0.8177
C 3.4370 -4.2175 3.4905 -0.8908
C 2.9235 -2.9413 3.2019 -1.0737
O 2.7929 -1.8851 4.0839 -0.5152
C 2.2502 -0.6919 3.5034 -0.3547
C 0.7190 -0.7451 3.1628 0.6220
O -0.0111 -1.6077 3.5468 -0.5389
O 0.2955 0.2957 2.3718 -0.2296
H 2.1415 -2.9327 -0.7220 0.6942
H 4.6938 -2.7679 -0.2722 0.5424
H 2.0715 -1.8069 0.3407 -1.1717
H 2.7496 -4.9118 -0.7722 0.2486
H 3.9312 -6.2187 2.9701 0.3958
H 3.7655 -4.4246 4.5072 0.4295
H 2.7867 -0.4209 2.5911 0.1686
H 2.4036 0.0802 4.2563 0.3842
Cl 2.4357 -2.9675 0.4845 1.0276
C 0.8898 -3.0665 0.5818 0.0791
C -0.0731 -4.0885 0.7681 -1.1399
C -1.4313 -3.8146 0.8750 -1.8143
C -1.9241 -2.5252 0.7688 -0.0346
N -1.0415 -1.5173 0.5350 0.9361
C 0.1886 -1.8683 0.4447 -0.6708
H 0.3155 -5.0956 0.8854 0.5805
H -2.1187 -4.6294 1.0519 0.4286
H -2.9699 -2.3001 0.8977 0.5748
H 0.9989 -1.1394 0.3219 1.5789
```


Computed, not measured: C35H44ClN2O5PPdSi4 as an isolated structure, with ωB97M-V/def2-TZVPD.

lowest unoccupied orbital energy	-3.55	eV
M	857.94	g/mol
HOMO energy	-6.982	eV
energy relative to the best compared isomer or geometry (same formula, charge and spin)	131.0	kcal/mol

```
93
Properties=species:S:1:pos:R:3:mulliken_charge:R:1
Pd 0.7310 -0.9908 0.8062 0.1300
O -4.9673 -5.4585 2.3105 -0.6686
C -4.6609 -4.5214 3.0239 0.1309
O -5.0272 -4.0291 4.0811 -0.6829
C -3.3915 -3.7117 2.4579 0.3015
C -2.2957 -3.5893 3.2992 -0.9540
C -1.1958 -2.8933 2.8368 -0.8456
N -1.1687 -2.3478 1.6247 1.0188
C -2.2165 -2.4683 0.8276 0.1104
C -3.3737 -3.1480 1.2001 -0.3413
C -2.1596 -1.7852 -0.5657 0.0329
O -3.1840 -1.8025 -1.2290 -0.7060
O -1.0490 -1.2666 -0.8378 -0.3718
H -2.3120 -4.0141 4.2918 0.4775
H -0.3109 -2.7616 3.4503 0.5495
H -4.1938 -3.2110 0.5012 0.6223
Cl 1.5103 0.4699 -1.0096 0.6044
C 1.9495 1.1575 -2.5399 0.1958
C 3.1486 1.8416 -2.6589 -0.5826
C 3.4862 2.3843 -3.8884 -0.7157
C 2.6304 2.2493 -4.9664 -0.8873
C 1.4384 1.5583 -4.8401 -0.5466
C 1.0699 1.0075 -3.6182 -0.0062
P -0.4931 0.0868 -3.2904 0.5692
C -1.5233 1.4810 -2.7037 0.8197
C -2.8655 1.2007 -2.4616 -0.7713
C -3.7413 2.2190 -2.1295 -0.7558
C -3.2920 3.5275 -2.0487 -0.5417
C -1.9552 3.8084 -2.2808 -0.8763
C -1.0678 2.7926 -2.5955 0.0745
C -1.0822 -0.0151 -5.0346 -0.2424
C -0.6675 -1.1176 -5.7765 -0.2211
C -0.9930 -1.2236 -7.1178 -0.6991
C -1.7366 -0.2281 -7.7315 -0.4852
C -2.1748 0.8588 -6.9912 -0.6972
C -1.8526 0.9679 -5.6490 -0.0748
H 3.8059 1.9393 -1.8072 0.3806
H 4.4235 2.9069 -4.0059 0.4121
H 2.8880 2.6871 -5.9191 0.4169
H 0.7837 1.4552 -5.6915 0.3397
H -3.2155 0.1794 -2.5370 0.4638
H -4.7807 1.9871 -1.9445 0.4760
H -3.9764 4.3269 -1.8040 0.4218
H -1.5922 4.8240 -2.2113 0.4133
H -0.0259 3.0273 -2.7686 0.3576
H -0.0862 -1.8918 -5.2927 0.4184
H -0.6628 -2.0805 -7.6878 0.3991
H -1.9896 -0.3056 -8.7795 0.3951
H -2.7637 1.6330 -7.4631 0.4104
H -2.1903 1.8259 -5.0850 0.2985
C -2.7367 0.1443 4.2615 -1.0896
Si -1.0034 0.9191 4.4114 0.7713
C 0.0470 -0.0180 5.6935 -1.0573
C -1.1598 2.7438 4.9430 -1.1784
Si 0.0202 0.7143 2.2434 -0.8370
Si 2.7229 1.4295 2.1463 0.6392
C 4.0770 0.5261 1.1364 -0.7824
C 2.5929 3.1998 1.4524 -1.1151
C 3.1552 1.4585 4.0065 -1.2421
Si 2.2545 -2.7994 1.0013 1.1264
C 3.6515 -2.9871 -0.3339 -1.1833
C 3.1700 -2.7059 2.7122 -1.1495
C 1.3469 -4.5005 0.9855 -1.1734
H -3.4069 0.5219 5.0305 0.4463
H -2.7000 -0.9362 4.3743 0.2651
H -3.1941 0.3536 3.2960 0.3560
H -0.5039 -0.1043 6.6264 0.4329
H 0.9833 0.4858 5.9164 0.3256
H 0.2862 -1.0259 5.3647 0.2903
H -1.4562 2.8131 5.9881 0.4053
H -1.9159 3.2526 4.3487 0.3424
H -0.2286 3.2940 4.8258 0.3228
H 3.6536 -0.1972 0.4449 -0.1755
H 4.7784 -0.0032 1.7771 0.4887
H 4.6505 1.2431 0.5508 0.5628
H 2.0674 3.2149 0.5023 0.2265
H 3.5852 3.6139 1.2931 0.4097
H 2.0646 3.8605 2.1331 0.3211
H 3.1204 0.4686 4.4527 0.3245
H 2.4684 2.0966 4.5559 0.3028
H 4.1593 1.8492 4.1562 0.4839
H 4.5198 -2.3745 -0.1045 0.3843
H 3.3062 -2.7271 -1.3331 0.3519
H 3.9723 -4.0266 -0.3517 0.4146
H 3.8567 -1.8665 2.7707 0.2238
H 3.7429 -3.6214 2.8360 0.4590
H 2.4749 -2.6254 3.5446 0.2519
H 0.6944 -4.6035 0.1211 0.3069
H 0.7384 -4.6321 1.8759 0.3072
H 2.0772 -5.3074 0.9544 0.4963
O -1.8928 3.9644 0.8480 -0.4386
C -1.2178 3.0939 1.2058 1.0117
N -0.4528 2.2592 1.5872 -0.1957
```


- Among the records above, which one has the lowest M?
  C35H43FeN3P2S3